[1]
DFT (ωB97M-V/def2-TZVPD) results for a 4-piece molecular cluster, C4H16O3S overall.

CARTESIAN COORDINATES (ANGSTROEM)
1 S -1.26 1.38 0.13
2 O -3.04 -2.00 1.31
3 O 1.97 3.40 -2.73
4 O -1.04 -5.46 2.21
5 C 1.39 0.22 0.25
6 C -2.06 0.82 -1.52
7 C 2.23 0.99 1.27
8 C 0.40 1.14 -0.38
9 H -1.55 1.37 -2.34
10 H 0.13 0.64 -1.34
11 H -1.25 -5.68 3.12
12 H 1.09 3.12 -2.80
13 H -1.94 -0.32 -1.71
14 H -0.38 -6.18 1.84
15 H 1.98 4.35 -2.54
16 H -2.29 -2.52 1.72
17 H 3.22 1.48 0.91
18 H -2.61 -1.32 0.77
19 H 2.02 -0.20 -0.62
20 H 1.03 -0.71 0.63
21 H 2.59 0.37 2.09
22 H 1.76 1.94 1.62
23 H -3.14 1.03 -1.35
24 H 0.75 2.15 -0.54

Structure (SMILES): CCCSC.O.O.O
HOMO level, eV: -8.7
Gap between HOMO and LUMO, eV: 9.3
Relative energy (zero: lowest compared OMol25 entry of this formula, charge and spin), kJ/mol: 176.2

Charge distribution, Löwdin scheme, values in e:
1 S 0.775
2 O -0.093
3 O -0.044
4 O -0.112
5 C -0.305
6 C -0.366
7 C -0.127
8 C -0.620
9 H 0.028
10 H 0.051
11 H 0.016
12 H -0.008
13 H 0.065
14 H 0.102
15 H 0.054
16 H 0.058
17 H 0.099
18 H -0.013
19 H 0.132
20 H 0.089
21 H 0.060
22 H 0.073
23 H 0.033
24 H 0.053



[2]
DFT (ωB97M-V/def2-TZVPD) results for a 5-piece molecular cluster, C4H16O4 overall.

CARTESIAN COORDINATES (ANGSTROEM)
1 O -2.56 -3.06 2.59
2 O -1.94 -0.08 1.08
3 O -3.25 -1.88 -1.47
4 O -1.03 1.13 5.03
5 C 4.49 0.39 -1.97
6 C 3.18 1.15 -1.83
7 C 2.23 1.12 -2.76
8 C 0.96 1.97 -2.59
9 H -2.75 -3.99 2.48
10 H -1.73 -2.94 2.11
11 H 3.03 1.80 -0.99
12 H -2.31 -1.79 -1.67
13 H 4.85 0.11 -0.98
14 H 2.28 0.56 -3.68
15 H 5.22 1.03 -2.45
16 H -1.63 1.06 5.79
17 H -1.88 0.46 1.89
18 H -3.27 -1.51 -0.57
19 H 1.25 3.02 -2.51
20 H 0.31 1.61 -1.80
21 H 0.45 1.93 -3.56
22 H -0.98 2.09 4.91
23 H -1.83 0.60 0.38
24 H 4.31 -0.45 -2.61

Total charge: -1
Spin multiplicity: 2
HOMO level (alpha / beta), eV: 0.8 / -6.6
Gap between HOMO and LUMO (alpha / beta), eV: 2.5 / 9.9
Relative energy (zero: lowest compared OMol25 entry of this formula, charge and spin), kJ/mol: 58.5

Charge distribution, Löwdin scheme, values in e:
1 O -0.125
2 O -0.274
3 O -0.156
4 O -0.179
5 C -0.114
6 C -0.209
7 C -0.198
8 C -0.179
9 H 0.013
10 H 0.011
11 H 0.087
12 H -0.004
13 H 0.061
14 H 0.086
15 H 0.057
16 H -0.002
17 H -0.018
18 H -0.010
19 H 0.056
20 H 0.030
21 H 0.048
22 H 0.001
23 H -0.037
24 H 0.056



[3]
DFT (ωB97M-V/def2-TZVPD) results for a 5-piece molecular cluster, C4H16O4 overall.

CARTESIAN COORDINATES (ANGSTROEM)
1 O 2.58 2.33 -1.30
2 O 0.52 1.68 0.45
3 O -0.22 2.56 -2.07
4 O 0.65 2.22 4.09
5 C -0.68 -2.49 -0.74
6 C -2.00 -2.19 1.34
7 C -1.04 -1.72 0.28
8 C 0.40 -2.18 -1.75
9 H 1.10 -3.01 -1.64
10 H -0.93 3.20 -1.99
11 H -1.39 -2.86 1.95
12 H 2.12 1.94 -2.06
13 H 0.85 -1.22 -1.49
14 H -0.71 -0.69 0.42
15 H 1.37 2.03 0.12
16 H -2.77 -2.81 0.86
17 H 1.16 1.44 4.30
18 H -1.35 -3.32 -0.96
19 H -0.01 2.30 -1.15
20 H 0.41 0.74 0.28
21 H -2.56 -1.45 1.88
22 H -0.07 -2.06 -2.72
23 H 2.49 3.28 -1.43
24 H 0.09 2.29 3.32

Structure (SMILES): C/C=C/C.O.O.O.O
HOMO level, eV: -9.3
Gap between HOMO and LUMO, eV: 9.9
Relative energy (zero: lowest compared OMol25 entry of this formula, charge and spin), kJ/mol: 126.4

Charge distribution, Löwdin scheme, values in e:
1 O -0.055
2 O -0.063
3 O -0.085
4 O -0.056
5 C -0.183
6 C -0.107
7 C -0.181
8 C -0.089
9 H 0.076
10 H 0.038
11 H 0.078
12 H 0.052
13 H 0.058
14 H 0.071
15 H 0.028
16 H 0.074
17 H 0.026
18 H 0.108
19 H -0.015
20 H 0.013
21 H 0.064
22 H 0.071
23 H 0.061
24 H 0.017



[4]
DFT (ωB97M-V/def2-TZVPD) results for C4H17AgNO6 as an isolated structure.

CARTESIAN COORDINATES (ANGSTROEM)
1 Ag -29.61 11.28 11.26
2 O -31.67 6.06 11.88
3 O -28.68 13.26 10.92
4 O -29.90 10.22 9.15
5 O -31.59 12.27 10.98
6 O -29.94 12.27 13.53
7 O -27.49 10.67 11.13
8 N -30.31 9.45 12.62
9 C -31.66 4.82 12.52
10 C -31.19 7.10 12.71
11 C -29.21 7.74 11.32
12 C -30.56 8.23 11.86
13 H -31.24 8.41 11.02
14 H -31.91 4.05 11.78
15 H -29.92 11.45 14.05
16 H -29.32 6.75 10.85
17 H -30.01 10.82 8.41
18 H -29.36 13.77 10.47
19 H -30.39 6.73 13.36
20 H -29.67 9.37 8.75
21 H -29.53 9.22 13.24
22 H -31.08 9.65 13.27
23 H -30.66 4.53 12.87
24 H -31.96 7.54 13.35
25 H -28.57 7.53 12.19
26 H -26.96 10.14 11.73
27 H -32.32 4.75 13.39
28 H -28.74 8.42 10.63
29 H -31.52 12.37 10.02

Total charge: -2
Spin multiplicity: 2
HOMO level (alpha / beta), eV: 1.2 / 1.4
Gap between HOMO and LUMO (alpha / beta), eV: 3.3 / 3.1
Relative energy (zero: lowest compared OMol25 entry of this formula, charge and spin), kJ/mol: 26.5

Charge distribution, Löwdin scheme, values in e:
1 Ag 0.889
2 O -0.180
3 O -0.448
4 O -0.113
5 O -0.525
6 O -0.606
7 O -0.530
8 N 0.014
9 C -0.157
10 C -0.218
11 C -0.077
12 C -0.418
13 H 0.134
14 H 0.078
15 H -0.231
16 H 0.068
17 H 0.042
18 H -0.124
19 H 0.113
20 H 0.030
21 H 0.082
22 H 0.081
23 H 0.082
24 H 0.120
25 H 0.076
26 H -0.147
27 H 0.081
28 H 0.041
29 H -0.159



What is the relative energy (zero: lowest compared OMol25 entry of this formula, charge and spin) in the third record? 126.4 kJ/mol



What is the formula in the first record? C4H16O3S



The lowest relative energy (zero: lowest compared OMol25 entry of this formula, charge and spin) belongs to which entry? C4H17AgNO6